Record 1
86
Properties=species:S:1:pos:R:3:lowdin_charge:R:1 method="wB97M-V/def2-TZVPD" smiles=c1cc[nH]c1.c1cc[nH]c1.c1cc[nH]c1.c1cc[nH]c1.c1cc[nH]c1.CCO.CCO.CCO.CCO gap_ev=8.460
N -30.39 -13.32 4.67 0.076
C -31.56 -13.69 5.29 -0.113
C -31.69 -12.91 6.44 -0.141
C -30.60 -12.02 6.52 -0.137
C -29.80 -12.33 5.45 -0.098
H -30.15 -13.56 3.71 0.125
H -32.24 -14.36 4.77 0.108
H -32.51 -12.90 7.14 0.094
H -30.31 -11.25 7.22 0.119
H -28.89 -11.89 5.07 0.100
N -28.55 -14.63 1.56 0.006
C -28.26 -13.37 1.21 -0.152
C -29.33 -12.87 0.46 -0.108
C -30.43 -13.76 0.60 -0.092
C -29.87 -14.87 1.29 -0.148
H -27.87 -15.29 1.91 0.154
H -27.23 -13.09 1.32 0.094
H -29.36 -11.94 -0.10 0.087
H -31.40 -13.78 0.12 0.087
H -30.32 -15.84 1.43 0.092
N -25.82 -13.55 5.59 0.013
C -25.94 -12.30 4.97 -0.099
C -25.55 -12.53 3.61 -0.139
C -25.14 -13.83 3.49 -0.170
C -25.24 -14.47 4.70 -0.114
H -26.14 -13.67 6.54 0.140
H -26.28 -11.45 5.54 0.097
H -25.41 -11.80 2.82 0.090
H -24.72 -14.31 2.62 0.096
H -25.06 -15.48 5.02 0.102
N -34.33 -9.27 9.88 0.016
C -34.35 -9.68 8.59 -0.153
C -34.87 -10.92 8.47 -0.117
C -35.12 -11.39 9.77 -0.108
C -34.92 -10.25 10.63 -0.120
H -34.20 -8.35 10.29 0.152
H -33.98 -9.02 7.82 0.106
H -34.95 -11.46 7.54 0.093
H -35.43 -12.40 9.94 0.085
H -35.02 -10.23 11.70 0.105
N -29.69 -14.21 8.07 0.017
C -29.38 -15.52 7.77 -0.131
C -28.46 -15.95 8.74 -0.133
C -28.42 -15.03 9.80 -0.111
C -29.23 -13.95 9.38 -0.127
H -30.10 -13.49 7.49 0.038
H -29.63 -15.92 6.80 0.095
H -28.09 -16.97 8.75 0.081
H -27.93 -15.12 10.76 0.088
H -29.35 -12.91 9.63 0.105
C -34.06 -12.55 2.78 -0.085
C -33.96 -11.21 3.48 -0.326
O -33.92 -11.40 4.85 -0.092
H -34.84 -13.21 3.18 0.080
H -33.13 -13.09 2.93 0.042
H -34.15 -12.48 1.69 0.073
H -34.86 -10.61 3.34 0.116
H -33.04 -10.71 3.16 0.105
H -33.18 -11.98 5.07 0.023
C -29.77 -8.37 5.18 -0.085
C -31.29 -8.46 4.93 -0.342
O -31.82 -7.45 5.71 -0.067
H -29.39 -7.36 4.99 0.070
H -29.14 -8.93 4.49 0.064
H -29.64 -8.63 6.23 0.068
H -31.67 -9.45 5.20 0.090
H -31.43 -8.33 3.85 0.108
H -32.74 -7.35 5.43 0.086
C -33.10 -17.03 2.55 -0.074
C -33.14 -17.43 4.02 -0.335
O -31.90 -17.28 4.70 -0.096
H -32.83 -15.98 2.41 0.055
H -34.09 -17.22 2.14 0.078
H -32.32 -17.67 2.13 0.074
H -33.54 -18.43 4.15 0.108
H -33.77 -16.76 4.60 0.103
H -32.08 -17.35 5.64 0.079
C -32.21 -15.19 10.34 -0.081
C -33.06 -13.93 10.06 -0.293
O -32.83 -13.05 11.16 -0.088
H -32.64 -15.97 10.97 0.066
H -31.31 -14.83 10.84 0.058
H -31.81 -15.83 9.56 0.059
H -34.13 -14.09 9.98 0.092
H -32.69 -13.51 9.13 0.078
H -33.17 -12.18 10.94 0.038

Record 2
22
Properties=species:S:1:pos:R:3:nbo_charge:R:1 method="wB97M-V/def2-TZVPD" gap_ev=4.343 total_charge=-4
Mg 7.35 -15.19 -11.75 1.779
S 8.12 -13.51 -13.53 2.597
O 8.08 -13.45 -12.07 -1.147
O 9.45 -13.43 -14.16 -1.069
O 7.55 -14.85 -13.65 -1.167
O 7.18 -12.45 -13.99 -1.143
S 6.50 -14.77 -8.68 2.640
O 7.29 -14.99 -9.92 -1.177
O 5.49 -15.80 -8.71 -1.165
O 7.28 -14.89 -7.44 -1.115
O 5.91 -13.48 -8.84 -1.131
S 9.58 -17.49 -11.78 2.650
O 8.87 -18.45 -10.98 -1.153
O 8.88 -16.20 -11.62 -1.163
O 10.97 -17.48 -11.37 -1.136
O 9.56 -17.86 -13.19 -1.147
O 6.21 -16.75 -11.91 -0.946
H 5.53 -16.94 -12.56 0.462
H 6.22 -17.52 -11.34 0.512
O 5.62 -14.18 -11.88 -0.948
H 4.90 -14.51 -11.34 0.480
H 5.24 -13.43 -12.35 0.487

Record 3
48
Properties=species:S:1:pos:R:3:nbo_charge:R:1 method="wB97M-V/def2-TZVPD" spin_multiplicity=4 gap_ev="6.319 / 7.114" total_charge=+1
C -0.44 0.82 -4.67 0.083
C 0.14 2.16 -4.59 -0.668
C 0.38 -0.29 -5.15 -0.665
C -1.90 0.66 -4.64 -0.668
H 0.43 -0.31 -6.26 0.225
H -0.01 -1.28 -4.84 0.205
H 1.43 -0.22 -4.80 0.206
H 0.12 2.67 -5.57 0.223
H 1.19 2.15 -4.27 0.206
H -0.42 2.82 -3.90 0.215
H -2.35 0.84 -5.64 0.224
H -2.39 1.38 -3.96 0.214
H -2.22 -0.35 -4.34 0.204
C 2.23 -0.03 1.14 -0.264
C 2.32 -0.79 -0.06 -0.300
C 2.14 0.12 -1.16 -0.265
H 2.62 -1.84 -0.12 0.263
C 1.91 1.44 -0.62 -0.233
C 1.95 1.35 0.79 -0.303
H 1.87 2.18 1.51 0.266
H 2.38 -0.40 2.14 0.252
H 2.28 -0.13 -2.21 0.272
H 1.82 2.35 -1.21 0.273
C -2.18 -0.97 0.59 -0.292
C -1.17 -1.95 0.97 -0.267
C -0.49 -2.36 -0.21 -0.301
H -1.00 -2.32 1.98 0.265
C -1.10 -1.68 -1.32 -0.264
C -2.13 -0.82 -0.82 -0.238
H -2.82 -0.22 -1.42 0.273
H -2.89 -0.50 1.28 0.260
H 0.25 -3.16 -0.26 0.263
H -0.89 -1.87 -2.38 0.272
Re 0.17 -0.25 0.08 0.890
N -0.04 -0.07 2.26 -0.947
C -0.04 0.02 3.65 0.126
C 1.16 -0.11 4.33 -0.272
C 1.14 -0.16 5.70 -0.149
C -0.07 0.01 6.38 -0.223
C -1.28 0.18 5.68 -0.166
C -1.30 0.20 4.29 -0.262
H 0.61 0.87 2.14 0.477
H -1.16 -0.14 2.11 0.462
H 2.12 -0.27 3.86 0.209
H 2.11 -0.32 6.16 0.228
H -0.02 -0.01 7.46 0.234
H -2.22 0.31 6.21 0.232
H -2.25 0.31 3.73 0.219

What did we get for ΔE to the lowest compared entry with this formula, charge and spin? Answer: 51.40 57.70 54.68 kcal/mol, in the order shown.